ORCA calculation (ωB97M-V with the def2-TZVPD basis set) on a 5-piece molecular cluster, C27H71N4O9 overall at a distorted geometry.

**E_LUMO**: -6.05 eV
**Energy relative to the best compared isomer or geometry (same formula, charge and spin)**: 0.0 kcal per mole
**Gap between HOMO and LUMO**: 8.19 eV
**Net charge**: +3
**Energy**: -53509.72524 eV

Last column: Löwdin charge in e.
Positions of all 111 atoms, in Å:
C (-9.215, -1.191, 23.457)  -0.08
C (-10.591, -0.654, 23.844)  -0.63
C (-10.511, 0.570, 24.783)  -0.06
O (-11.399, -0.374, 22.758)  -0.30
H (-8.642, -1.412, 24.363)  0.08
H (-8.599, -0.446, 22.941)  0.07
H (-9.256, -2.085, 22.836)  0.06
H (-10.961, -1.505, 24.450)  0.09
H (-9.954, 0.600, 25.721)  0.07
H (-11.555, 0.690, 25.106)  0.05
H (-10.242, 1.443, 24.183)  0.05
C (-15.070, 2.803, 21.398)  -0.09
O (-13.981, 2.194, 22.066)  -0.21
C (-14.117, 2.075, 23.454)  -0.20
C (-14.984, 0.875, 23.853)  -0.06
N (-14.430, -0.375, 23.204)  0.07
H (-13.398, -0.363, 23.235)  0.12
H (-14.745, -1.214, 23.693)  0.15
C (-14.784, -0.627, 21.747)  -0.07
C (-14.641, -2.109, 21.472)  -0.17
O (-15.330, -2.788, 22.528)  -0.22
C (-16.115, -3.898, 22.093)  -0.07
H (-14.824, 2.842, 20.332)  0.09
H (-15.270, 3.863, 21.576)  0.10
H (-15.993, 2.221, 21.434)  0.09
H (-14.583, 2.972, 23.884)  0.13
H (-13.091, 2.045, 23.831)  0.11
H (-15.991, 0.941, 23.441)  0.13
H (-15.076, 0.760, 24.931)  0.14
H (-14.132, -0.020, 21.129)  0.12
H (-15.819, -0.298, 21.675)  0.14
H (-13.620, -2.497, 21.462)  0.12
H (-15.132, -2.345, 20.526)  0.14
H (-15.748, -4.381, 21.186)  0.10
H (-17.170, -3.669, 21.940)  0.10
H (-16.082, -4.655, 22.878)  0.07
C (-9.332, 5.021, 23.991)  -0.08
O (-9.870, 5.694, 25.116)  -0.20
C (-11.211, 6.102, 24.964)  -0.20
C (-11.752, 6.698, 26.255)  -0.05
N (-11.246, 5.948, 27.490)  0.07
H (-11.970, 6.014, 28.208)  0.18
H (-11.237, 4.942, 27.305)  0.17
C (-9.909, 6.374, 28.070)  -0.07
C (-9.715, 5.728, 29.412)  -0.22
O (-10.183, 4.395, 29.431)  -0.19
C (-10.132, 3.766, 30.698)  -0.08
H (-9.358, 5.697, 23.131)  0.10
H (-9.753, 4.029, 23.820)  0.07
H (-8.271, 4.912, 24.221)  0.11
H (-11.839, 5.290, 24.580)  0.12
H (-11.239, 6.843, 24.157)  0.14
H (-12.814, 6.457, 26.324)  0.13
H (-11.670, 7.773, 26.385)  0.14
H (-9.963, 7.453, 28.174)  0.15
H (-9.134, 6.022, 27.392)  0.13
H (-10.331, 6.284, 30.137)  0.13
H (-8.725, 5.894, 29.843)  0.15
H (-10.684, 4.338, 31.452)  0.10
H (-9.137, 3.676, 31.143)  0.10
H (-10.571, 2.779, 30.600)  0.09
C (-11.465, -3.634, 19.231)  -0.09
O (-11.263, -2.241, 19.201)  -0.20
C (-10.086, -1.773, 19.832)  -0.20
C (-9.943, -0.294, 19.525)  -0.07
N (-11.165, 0.443, 20.011)  0.06
H (-11.947, -0.133, 19.694)  0.15
H (-11.219, 0.293, 21.036)  0.11
C (-11.438, 1.891, 19.627)  -0.06
C (-10.706, 2.847, 20.537)  -0.19
O (-9.347, 2.477, 20.379)  -0.21
C (-8.433, 2.846, 21.415)  -0.06
H (-12.131, -3.896, 18.411)  0.10
H (-11.942, -3.856, 20.195)  0.07
H (-10.544, -4.212, 19.122)  0.10
H (-9.216, -2.320, 19.452)  0.14
H (-10.066, -2.016, 20.896)  0.10
H (-9.749, -0.166, 18.463)  0.15
H (-9.123, 0.139, 20.091)  0.12
H (-12.508, 1.890, 19.846)  0.11
H (-11.298, 1.964, 18.552)  0.14
H (-11.044, 2.752, 21.573)  0.12
H (-10.842, 3.880, 20.204)  0.14
H (-8.322, 3.932, 21.342)  0.09
H (-7.510, 2.295, 21.270)  0.10
H (-8.872, 2.626, 22.393)  0.06
C (-9.991, -4.582, 25.259)  -0.07
O (-11.260, -5.089, 25.617)  -0.19
C (-12.340, -4.320, 25.120)  -0.21
C (-13.603, -5.102, 25.429)  -0.09
N (-13.360, -6.584, 25.376)  0.07
H (-12.566, -6.666, 26.024)  0.17
H (-14.130, -7.136, 25.752)  0.19
C (-13.022, -7.132, 24.007)  -0.07
C (-12.592, -8.588, 24.233)  -0.20
O (-11.424, -8.611, 25.025)  -0.17
C (-10.236, -8.483, 24.220)  -0.06
H (-9.777, -4.786, 24.207)  0.10
H (-9.268, -5.082, 25.903)  0.10
H (-9.759, -3.527, 25.433)  0.08
H (-12.192, -4.033, 24.076)  0.13
H (-12.482, -3.388, 25.676)  0.13
H (-14.447, -4.759, 24.831)  0.12
H (-13.889, -4.859, 26.453)  0.14
H (-12.212, -6.533, 23.600)  0.12
H (-13.908, -6.988, 23.391)  0.14
H (-12.477, -9.090, 23.269)  0.14
H (-13.354, -9.188, 24.734)  0.14
H (-10.398, -7.754, 23.417)  0.08
H (-9.939, -9.392, 23.700)  0.10
H (-9.479, -8.055, 24.869)  0.10

Cartesian forces, eV/Å:
0.67 0.70 0.18
0.78 -0.48 0.03
-1.05 0.21 -0.13
-0.98 0.16 -0.26
-0.05 -0.22 0.00
-0.19 0.07 -0.22
-0.15 -0.05 0.06
-0.61 0.09 0.16
0.47 -0.61 -0.25
0.00 0.39 -0.05
0.05 0.04 0.00
-0.24 0.07 -1.56
-0.13 0.43 -0.37
-0.34 0.39 0.46
0.25 -0.22 -1.11
0.30 -0.12 -0.05
1.15 0.01 0.02
-0.13 0.03 0.10
0.10 0.21 0.77
-0.68 -0.49 0.33
-0.16 -0.14 -0.33
-0.22 -0.70 0.38
0.24 -0.37 0.04
0.16 -0.12 0.98
-0.07 0.05 0.42
-0.04 -0.03 -0.05
-0.15 -0.51 0.20
-0.07 0.37 0.15
0.28 -0.19 -0.01
-0.08 0.06 0.04
-0.04 -0.16 -0.41
0.18 0.49 -0.16
0.19 0.18 -0.14
0.28 0.25 -0.05
0.07 0.43 -0.02
0.03 0.06 0.07
0.90 0.76 0.18
-0.48 -0.31 0.79
0.62 0.31 -0.95
-0.67 -1.18 0.63
0.11 0.28 -0.16
0.18 0.33 0.20
0.42 -0.01 -0.16
0.05 -0.81 -0.32
-1.26 0.53 2.01
0.60 0.07 -0.94
-0.10 0.17 0.90
-0.35 -0.35 -0.26
-0.35 0.17 -0.05
-0.04 -0.23 0.00
-0.02 -0.30 0.42
-0.26 0.31 0.18
-0.14 0.36 -0.44
0.55 -0.06 0.10
0.34 0.03 -0.14
-0.21 0.40 -0.35
-0.22 0.08 0.02
0.41 -0.41 -0.61
-0.33 0.04 -0.20
0.29 -0.03 -0.58
0.00 0.03 -0.09
-0.26 0.02 0.45
0.07 0.74 -0.41
0.28 -0.69 -0.04
0.44 0.04 0.81
0.01 -0.68 -0.67
-0.02 0.11 -0.34
0.35 0.05 1.08
-1.15 -1.44 0.72
1.07 -0.17 -0.63
0.28 -0.51 0.26
-1.26 0.68 -0.32
-0.04 0.04 0.07
0.07 -0.48 -0.10
0.07 0.15 0.03
0.10 0.27 -0.37
-0.48 0.42 0.20
-0.43 0.35 -0.06
0.16 -0.16 -0.18
-0.05 0.81 -0.24
0.36 0.36 0.07
-0.03 -0.17 0.04
-0.25 0.05 0.02
0.61 -0.05 0.18
0.05 0.15 -0.07
0.14 -0.26 0.05
1.29 -0.25 0.09
-0.59 0.83 0.04
0.21 -0.03 0.32
-0.68 0.26 0.38
0.14 0.91 -0.36
0.32 -0.68 -0.37
-0.13 0.21 0.13
-0.03 -0.32 0.79
0.03 -0.10 -0.35
0.04 -0.09 -0.74
-0.38 0.86 -0.06
0.00 -0.10 0.00
-0.04 -0.34 -0.27
-0.94 0.21 0.10
-0.07 -0.33 -0.20
0.39 0.18 -0.04
0.09 -0.45 -0.36
0.08 -0.36 0.10
0.07 -0.03 0.11
-0.05 -0.25 -0.02
0.28 0.10 -0.10
-0.15 0.27 0.25
-0.08 0.15 0.05
-0.01 -0.33 0.52
0.25 -0.43 -0.01